(1)
Formula: C23H44GeIN2O2OsPS
Source: OMol25
Level of theory: wB97M-V/def2-TZVPD

Each line ends with the Löwdin charge.
Cartesian coordinates (Å):
Os1 1.030567 1.968825 0.512461  1.05
C1 -0.430512 3.197301 3.853574  -0.10
C2 0.414441 1.925241 3.922560  -0.32
P1 1.817134 1.834600 2.780148  0.90
C3 2.697696 3.416991 2.665533  -0.31
C4 2.043291 4.128474 1.476585  -0.15
C5 2.903863 0.445536 3.176429  -0.35
C6 3.585721 0.668677 4.539209  -0.09
H1 -1.181985 3.159614 4.640553  0.11
H2 -0.956665 3.298616 2.903387  0.06
H3 0.162689 4.094703 4.031057  0.09
H4 -0.177628 1.016246 3.787981  0.11
H5 0.899378 1.840236 4.904288  0.11
H6 3.757878 3.227638 2.484600  0.11
H7 2.624445 4.008438 3.580462  0.12
H8 2.077435 3.526631 0.476417  0.00
H9 2.637852 4.967220 1.105918  0.12
H10 1.036905 4.490294 1.681804  0.09
H11 3.642560 0.367485 2.374881  0.09
H12 2.297326 -0.462491 3.170699  0.10
H13 4.166908 1.590520 4.565478  0.09
H14 4.276356 -0.156396 4.710141  0.10
H15 2.871891 0.669994 5.360796  0.09
C7 5.764826 2.977436 -2.513579  0.02
N1 4.753505 2.179889 -1.785887  0.01
C8 3.486131 2.477033 -1.740171  -0.69
N2 2.989065 3.588083 -2.251881  0.19
S1 2.364369 1.239803 -1.053163  0.74
H16 6.718278 2.465122 -2.432294  0.12
H17 5.857641 3.968555 -2.069754  0.11
H18 5.488344 3.044886 -3.566429  0.12
H19 5.068122 1.326164 -1.343313  0.15
H20 3.587229 4.242763 -2.745660  0.14
H21 1.996414 3.701976 -2.391978  0.13
C9 -0.437371 -6.334519 -1.156530  -0.05
C10 -0.117704 -5.013659 -0.477914  -0.29
C11 1.118646 -4.289361 -1.009089  -0.25
C12 1.189172 -2.884325 -0.370987  -0.29
Ge1 -0.692122 -2.440847 -0.447870  1.14
C13 -1.600160 -2.029070 -2.100934  -0.31
C14 -2.690551 -3.073846 -2.417659  -0.29
C15 -3.519408 -2.662994 -3.633639  -0.27
C16 -4.580836 -3.701086 -3.975038  -0.09
H22 -1.341949 -6.786114 -0.754901  0.10
H23 0.388905 -7.024943 -0.978626  0.10
H24 -0.550700 -6.212427 -2.233425  0.09
H25 -0.066526 -5.125054 0.607774  0.13
H26 -1.053033 -4.367816 -0.657166  0.06
H27 1.050420 -4.199789 -2.096207  0.13
H28 2.015736 -4.870126 -0.795599  0.14
H29 1.820312 -2.201740 -0.937631  0.06
H30 1.528322 -2.931322 0.663327  0.08
H31 -1.494299 -2.341445 0.853615  0.01
H32 -0.866900 -1.965955 -2.907009  0.09
H33 -2.057857 -1.040027 -1.995166  0.06
H34 -3.353199 -3.208440 -1.554690  0.11
H35 -2.227731 -4.046185 -2.608868  0.11
H36 -2.852089 -2.514435 -4.486942  0.12
H37 -3.989101 -1.694411 -3.431763  0.11
H38 -4.126984 -4.662703 -4.217310  0.08
H39 -5.164475 -3.389136 -4.839108  0.09
H40 -5.269989 -3.852522 -3.142675  0.08
I1 -7.542353 1.437220 -0.010777  1.22
C17 -5.518216 1.440539 0.078804  -0.69
C18 -4.802602 2.659318 0.019737  -0.09
C19 -3.444104 2.660300 0.084474  0.04
C20 -2.721409 1.426086 0.188376  -0.13
C21 -3.455540 0.199701 0.257986  0.01
C22 -4.812458 0.212642 0.209389  -0.10
C23 -1.350062 1.459069 0.240034  -0.45
O1 -0.690539 2.670114 0.352767  -0.19
O2 -0.432632 0.525405 0.250061  -0.19
H41 -5.343336 3.590181 -0.079214  0.12
H42 -2.905716 3.596784 0.031422  0.14
H43 -2.938957 -0.739461 0.387349  0.07
H44 -5.372103 -0.709720 0.280803  0.12

Forces on atoms 1 to 2 (eV/Å):
0.26 0.03 0.35
-0.01 0.00 -0.01

Summary:
- Molar mass: 833.40 u
- DFT total energy: -118807.6300 eV
- HOMO (alpha / beta): -18.2 / -18.2 eV
- HOMO-LUMO gap (alpha / beta): 0.1638 / 0.1638 hartree
- Total charge: +4


(2)
Formula: C10H10O2
Source: OMol25
Level of theory: wB97M-V/def2-TZVPD

Each line ends with the natural charge from an NBO analysis.
Cartesian coordinates (Å):
C1 3.106978 -1.592147 0.523650  -0.73
C2 3.482684 -0.156268 -0.314595  -0.13
C3 2.653441 0.989293 -0.121374  -0.26
C4 1.179380 0.650171 0.000467  -0.08
C5 0.472978 1.742064 0.117069  -0.19
C6 -0.922185 1.868884 0.264380  -0.26
C7 -1.631658 0.672289 -0.055223  0.28
C8 -3.031159 -1.114143 0.381141  0.18
C9 -0.899556 -0.576332 -0.057635  0.18
C10 0.520573 -0.681367 -0.180731  -0.18
H1 2.408276 -2.640022 0.045547  0.22
H2 2.407044 -1.330515 1.568129  0.25
H3 4.250514 -2.029636 0.677108  0.23
H4 4.558439 -0.250435 -0.817210  0.22
H5 3.060959 1.728032 -0.763673  0.22
H6 1.074251 2.601639 0.205467  0.21
H7 -1.500656 2.914834 0.148131  0.24
H8 -2.692616 -1.403197 1.447955  0.20
H9 -4.161678 -1.446783 0.076979  0.22
H10 1.018780 -1.422574 -0.521051  0.21
O1 -3.020423 0.521038 0.018039  -0.52
O2 -1.981097 -1.463040 -0.694324  -0.52

Forces on atoms 1 to 2 (eV/Å):
0.21 -1.14 0.35
-1.01 -0.79 2.02

Summary:
- Molar mass: 162.19 u
- DFT total energy: -14618.5883 eV
- HOMO: -8.2 eV
- HOMO-LUMO gap: 0.3113 hartree


(3)
Formula: C2H5N3S3
Source: OMol25
Level of theory: wB97M-V/def2-TZVPD

Each line ends with the natural charge from an NBO analysis.
Cartesian coordinates (Å):
N1 1.232325 -0.120992 1.406904  -0.82
C1 1.614911 -0.330752 0.121789  0.26
S1 3.210039 -0.065162 -0.361643  -0.22
N2 0.634553 -0.873466 -0.737375  -0.82
S2 -0.895612 -1.519231 -0.184413  0.48
C2 -1.949466 -0.065527 -0.416327  -0.09
N3 -1.354164 1.087637 -0.744999  -0.79
S3 -3.490722 -0.157746 0.151790  -0.13
H1 0.202400 -0.139656 1.715380  0.41
H2 1.890863 0.355343 2.071968  0.43
H3 0.990301 -1.152944 -1.667947  0.44
H4 -0.274141 1.002996 -0.748589  0.42
H5 -1.811285 1.979500 -0.606541  0.43

Forces on atoms 1 to 2 (eV/Å):
-1.49 0.87 1.26
0.50 -0.65 0.39

Summary:
- Molar mass: 167.28 u
- DFT total energy: -39131.1220 eV
- HOMO: -8.8 eV
- HOMO-LUMO gap: 0.3253 hartree
- SMILES: NC(=S)NSC(N)=S


(4)
Formula: C4H9NO
Source: OMol25
Level of theory: wB97M-V/def2-TZVPD

Each line ends with the natural charge from an NBO analysis.
Cartesian coordinates (Å):
C1 0.044680 0.055112 2.244181  -0.62
C2 0.426866 -0.213251 0.789987  -0.05
O1 -0.319532 -1.334442 0.291158  -0.73
C3 0.428982 1.085753 0.019522  0.08
C4 -0.173390 -0.098127 -2.171234  -0.44
N1 0.130382 1.021139 -1.255881  -0.55
H1 0.085177 -0.871382 2.825631  0.21
H2 0.715662 0.796475 2.684603  0.23
H3 -0.974404 0.460128 2.301609  0.20
H4 1.477174 -0.542734 0.762544  0.20
H5 -1.251607 -1.153136 0.472065  0.46
H6 0.405915 -0.979428 -1.906007  0.23
H7 -1.233926 -0.363234 -2.137533  0.20
H8 0.078652 0.222901 -3.186202  0.20
H9 0.159369 1.914226 -1.734443  0.39

Forces on atoms 1 to 2 (eV/Å):
-0.01 -0.01 0.08
0.22 0.15 0.18

Summary:
- Molar mass: 87.12 u
- DFT total energy: -7829.2046 eV
- HOMO: -7.9 eV
- HOMO-LUMO gap: 0.3225 hartree


(5)
Formula: C7H4O
Source: OMol25
Level of theory: wB97M-V/def2-TZVPD

Each line ends with the natural charge from an NBO analysis.
Cartesian coordinates (Å):
C1 0.008475 0.142733 -0.050959  -0.01
C2 0.819445 -0.981759 0.379558  -0.03
C3 1.549672 -1.888990 0.532780  -0.17
C4 0.130068 0.441412 -1.364639  -0.07
C5 0.210237 0.457428 -2.573679  -0.16
C6 -1.347784 -0.045515 0.561374  -0.01
C7 -2.153826 0.020467 1.667968  -0.18
H1 1.459112 1.191636 0.731303  0.47
H2 2.380869 -2.570587 0.778782  0.25
H3 0.366646 1.156741 -3.711422  0.29
H4 -2.993076 -0.100332 2.393073  0.26
O1 0.436091 1.430987 0.611731  -0.65

Forces on atoms 1 to 2 (eV/Å):
-1.35 1.07 5.63
-1.06 1.56 -0.82

Summary:
- Molar mass: 104.11 u
- DFT total energy: -9361.2725 eV
- HOMO: -9.8 eV
- HOMO-LUMO gap: 0.3751 hartree


(6)
Formula: C18H10N3O7Rh
Source: OMol25
Level of theory: wB97M-V/def2-TZVPD

Each line ends with the natural charge from an NBO analysis.
Cartesian coordinates (Å):
Rh1 0.812201 -0.319584 -1.225474  1.22
O1 -1.104217 3.851413 -1.479877  -0.66
C1 -1.743590 3.682369 -0.308968  0.37
C2 -2.749754 4.598740 0.000677  -0.28
C3 -3.442240 4.491999 1.186222  -0.15
C4 -3.157319 3.472136 2.096664  -0.27
C5 -2.171739 2.563002 1.793018  -0.13
C6 -1.448241 2.648172 0.594482  -0.20
C7 -0.437315 1.638150 0.285520  0.62
O2 0.230758 1.715952 -0.816698  -0.72
N1 -0.201145 0.674344 1.185503  -0.40
N2 0.728914 -0.138315 0.662484  -0.09
C8 1.600781 -0.780390 1.357729  0.02
C9 2.735818 -1.278254 0.590579  0.17
C10 3.714968 -2.123445 1.081002  -0.21
C11 4.755653 -2.487326 0.244860  -0.13
C12 4.796187 -1.989254 -1.048682  -0.24
C13 3.782757 -1.148996 -1.471724  0.08
N3 2.781374 -0.789786 -0.671228  -0.43
H1 -0.473656 3.111785 -1.577879  0.51
H2 -2.968276 5.379137 -0.715422  0.23
H3 -4.222450 5.209242 1.409014  0.22
H4 -3.709086 3.392349 3.022660  0.22
H5 -1.939734 1.754909 2.472663  0.23
H6 1.549263 -0.768570 2.437973  0.23
H7 3.640183 -2.500832 2.091251  0.24
H8 5.524630 -3.161974 0.596435  0.23
H9 5.593462 -2.249939 -1.729223  0.24
H10 3.764273 -0.743669 -2.474299  0.22
O3 -3.373439 -4.534281 -0.599892  -0.44
C14 -2.539722 -3.689716 -0.719285  0.40
C15 -1.004977 -3.905172 -0.757980  0.40
O4 -0.415854 -4.913784 -0.467904  -0.50
C16 -0.485923 -2.601033 -1.173821  0.15
C17 -1.458151 -1.636029 -1.257858  0.20
O5 -1.125952 -0.398495 -1.548177  -0.64
C18 -2.792040 -2.170328 -0.910516  0.40
O6 -3.831229 -1.593063 -0.751062  -0.48
O7 0.784812 -2.261453 -1.402771  -0.65

Forces on atoms 1 to 2 (eV/Å):
-0.37 0.46 0.06
-0.04 -0.07 0.06

Summary:
- Molar mass: 483.20 u
- DFT total energy: -40636.7571 eV
- HOMO: -8.5 eV
- HOMO-LUMO gap: 0.2534 hartree